{"formula": "C27H32IrN7O4S2", "method": "ωB97M-V with the def2-TZVPD basis set", "symbols": ["C", "N", "H", "N", "C", "C", "H", "H", "H", "H", "C", "C", "C", "H", "C", "C", "C", "C", "H", "N", "N", "C", "H", "S", "H", "C", "H", "H", "H", "C", "O", "H", "H", "H", "H", "H", "H", "H", "C", "O", "C", "H", "N", "C", "N", "H", "N", "O", "C", "H", "C", "H", "H", "H", "C", "C", "C", "H", "C", "H", "H", "Ir", "S", "H", "H", "C", "C", "H", "O", "C", "C", "C", "H"], "xyz": [[1.706958, -4.412153, -1.844138], [2.267397, -0.579165, 1.997026], [-0.671922, -3.552392, -4.297220], [0.824730, 3.631211, 2.462730], [-1.111772, -0.448510, 3.162958], [-3.973304, 5.490990, 2.565725], [-1.379527, -0.579797, 4.207761], [2.283975, 3.943385, 1.041833], [2.893684, -3.187942, -3.178960], [-5.409468, 6.754424, 1.600817], [1.909011, -2.013206, -1.705443], [0.359142, 4.078188, 0.078322], [-3.660628, 4.179006, 2.958032], [-1.137881, -2.375835, -6.405026], [-0.951060, -2.511831, -4.266887], [-2.359053, 3.819345, 3.245638], [-1.634371, 6.089833, 2.773316], [-2.216955, 1.369212, -2.186753], [-2.015677, -0.062567, -6.372018], [0.943808, -0.385373, 1.805722], [-2.596543, 2.305256, -1.331463], [-1.382735, 4.800146, 3.204660], [-4.450349, 3.449069, 3.054726], [0.265660, 4.400724, 3.853381], [2.924223, -0.471797, 1.239915], [-1.729491, -0.559844, -5.458159], [-0.894676, -2.391770, -2.115603], [0.056801, -3.039125, 0.786779], [0.515196, -5.231869, -0.228147], [0.354821, -0.569249, 2.997098], [-0.717216, 2.040575, 0.702734], [-1.630342, -1.205056, 2.571518], [-2.111633, 2.826324, 3.582813], [-5.894577, 5.040623, 1.723968], [-0.842833, 6.821769, 2.743277], [0.838486, 4.454558, -0.821486], [1.159647, -1.093049, 4.988506], [4.323420, -2.044485, 3.258213], [1.277800, 4.308612, 1.292809], [0.840679, 1.891245, -0.811539], [-2.943940, 6.441813, 2.499217], [-0.602210, 4.570648, 0.238888], [1.091825, -1.948795, -0.640020], [2.544790, -0.889332, 3.280323], [1.926612, -5.568989, -2.461047], [1.552728, -6.431739, -2.093725], [-1.618502, 0.234971, -1.888328], [0.154186, 3.371808, 4.821343], [0.915189, -4.332546, -0.670880], [-5.903354, 6.068254, 3.139748], [-1.252214, -1.854856, -5.468246], [2.523661, -5.625864, -3.272313], [-1.446061, 0.530528, 2.822327], [1.367602, 5.368404, 1.538056], [3.896668, -1.184212, 3.777226], [-1.059738, -1.871982, -3.046472], [-1.866669, 0.077168, -4.230926], [-3.047900, 3.137450, -1.678160], [-1.477369, -0.547661, -3.013727], [4.573215, -0.346148, 3.604677], [2.299906, -1.068874, -2.058916], [-0.087468, -0.138478, -0.195338], [-2.554501, 1.626341, -3.910232], [0.427795, 2.711157, 2.319311], [3.867951, -1.399777, 4.842374], [2.236284, -3.190341, -2.325181], [0.147583, 2.586013, -0.039068], [-2.376091, 2.220434, -0.344032], [1.010950, 5.589890, 4.011367], [0.649978, -3.109376, -0.116795], [1.321038, -0.887688, 3.949688], [-5.361575, 5.855889, 2.210475], [-3.176551, 7.465274, 2.245081]], "atomic_forces_ev_per_a": [[-0.123, 0.161, 0.019], [0.336, -0.185, 0.147], [0.103, -0.129, -0.006], [-0.765, 0.203, 1.351], [-0.111, 0.015, -0.091], [-0.809, 0.036, -0.272], [-0.084, -0.007, -0.023], [-0.129, 0.152, 0.071], [0.106, 0.112, -0.098], [0.000, 0.045, 0.001], [0.212, -0.041, -0.617], [0.202, -0.320, 0.047], [0.903, -1.106, 0.403], [-0.028, -0.060, -0.089], [-0.141, 0.144, -0.337], [-1.802, -0.532, -0.054], [-1.017, 1.226, -0.436], [-0.384, 0.612, -1.213], [-0.019, 0.021, -0.093], [-0.770, 0.345, -1.943], [0.030, 0.369, 0.622], [1.925, -0.155, 0.902], [-0.102, -0.049, -0.025], [-0.005, -0.760, -1.442], [-0.071, -0.031, -0.010], [-0.140, 0.218, 0.306], [0.074, -0.180, -0.005], [-0.110, -0.001, 0.026], [-0.024, 0.001, 0.166], [0.180, -0.063, 0.010], [-0.227, -1.765, -0.254], [-0.116, -0.048, 0.072], [-0.011, -0.146, 0.061], [-0.003, -0.073, 0.039], [0.098, 0.113, 0.030], [-0.006, 0.079, -0.029], [-0.026, -0.029, 0.195], [-0.041, -0.044, 0.059], [0.662, 0.465, -0.504], [0.209, -2.643, -0.179], [1.458, 0.535, 0.054], [0.000, -0.116, -0.085], [-1.115, 1.831, -0.118], [-0.930, 0.079, -0.046], [0.028, -0.006, 0.069], [0.083, 0.053, -0.081], [1.530, -0.419, 1.792], [-0.317, -0.054, 0.089], [0.051, 0.276, 0.008], [-0.079, 0.020, 0.128], [0.169, -0.267, 0.439], [-0.052, -0.035, 0.063], [-0.101, 0.063, 0.024], [0.066, -0.017, -0.226], [0.562, -0.022, -0.063], [-0.145, 0.238, -0.023], [0.501, -0.907, 0.603], [0.003, -0.097, 0.106], [0.007, -0.460, -2.053], [-0.007, 0.043, 0.089], [-0.068, 0.014, -0.175], [1.030, 1.968, 1.468], [0.112, 0.036, 1.107], [0.017, -0.162, 0.331], [0.013, 0.023, -0.039], [0.021, 0.170, 0.329], [-0.591, 0.965, 0.292], [-0.170, 0.069, -0.325], [-0.068, 0.347, -0.023], [-0.387, -0.389, 0.171], [0.311, 0.126, -0.608], [0.142, 0.059, -0.051], [-0.048, 0.085, -0.056]], "max_force_ha_per_bohr": 0.0518, "spin_multiplicity": 2, "e_tot_ha": -2632.02905, "gap_ev": [4.61, 3.60], "e_lumo_ev": [-11.04, -12.00], "charge": 3, "e_homo_ev": [-15.65, -15.60], "de_lowest_kcal_mol": 0.0}

=====

{"formula": "C27H32N4O5", "method": "ωB97M-V with the def2-TZVPD basis set", "symbols": ["H", "H", "C", "C", "C", "O", "C", "H", "C", "H", "H", "C", "H", "O", "C", "H", "H", "C", "N", "H", "H", "C", "H", "H", "C", "H", "H", "N", "C", "H", "H", "C", "N", "H", "C", "H", "H", "H", "C", "C", "C", "H", "C", "C", "H", "C", "O", "C", "H", "C", "O", "H", "H", "H", "H", "H", "C", "C", "H", "C", "H", "C", "C", "C", "N", "O", "H", "H"], "xyz": [[-1.858954, 3.431880, -0.448846], [-1.780969, 2.119631, 3.056132], [-4.444353, -1.692499, -1.764079], [2.144595, 1.615271, -2.154004], [1.414393, -3.109429, 0.298639], [-0.318894, 0.263356, -0.966790], [5.829859, -1.116611, 1.583234], [0.223345, 1.993391, 1.600928], [-3.727070, 3.278779, 0.630537], [-4.170882, 0.786744, 1.716850], [2.999278, -2.049269, -1.505001], [3.231262, -1.190367, -0.873040], [-6.481051, -1.552558, -2.338031], [0.490436, -1.197252, 1.413799], [2.489184, 1.577094, -0.805537], [3.747188, 2.410207, 0.713986], [6.326516, -0.480803, 2.288663], [5.997660, -2.426576, 1.263273], [-0.317877, 1.635003, 0.829783], [-5.464640, -2.542184, -3.407405], [-4.088491, 1.268906, 3.417318], [3.758753, 3.350804, -2.529767], [-4.054464, 4.286939, 0.367035], [2.502547, 2.523216, -4.053285], [-5.501034, -1.640979, -2.803560], [-1.899240, 0.415267, 2.583540], [4.867378, 3.981706, -0.810925], [2.064096, -0.780179, -0.119086], [3.471167, 2.437010, -0.330310], [-5.353175, -0.772660, -3.444301], [-4.157022, 2.581582, -0.090482], [4.103428, 3.318779, -1.189449], [-1.683277, -2.519968, 0.288323], [6.705209, -3.109957, 1.684910], [1.789837, 0.636219, 0.133385], [-5.307909, 2.965057, 2.061894], [-3.168877, -3.462105, -2.059442], [-3.829575, 3.641250, 2.749704], [0.259418, 0.805084, -0.048328], [-1.011460, -3.665676, -0.008771], [0.219124, -3.886643, 0.862740], [4.252457, 4.039616, -3.199008], [-1.759323, 1.777721, 0.928571], [-3.749205, 1.515436, 2.409185], [2.067880, 0.867166, 1.170929], [-4.217820, 2.916569, 2.028881], [-1.342553, -4.448356, -0.872017], [1.284842, -1.627030, 0.585140], [1.370196, 0.956745, -2.517743], [-2.205308, 3.191667, 0.558049], [4.847484, -0.570253, 0.848284], [-2.187348, 1.060065, 0.222324], [3.520806, -0.356601, -1.517775], [1.473238, -3.276163, -0.777897], [-1.269938, -1.881286, 0.963496], [-1.758894, 3.910540, 1.250950], [2.777393, 2.498590, -3.009334], [-2.776841, -2.036068, -0.387842], [0.444973, -4.953288, 0.851521], [4.366341, -1.538149, 0.037790], [0.022868, -3.564250, 1.885603], [5.039046, -2.704421, 0.257390], [-2.228753, 1.425513, 2.337859], [-3.432570, -2.574062, -1.528976], [-3.371241, -0.935179, 0.011105], [-4.407508, -0.713405, -0.841990], [2.341296, -3.469502, 0.752656], [4.883018, -3.639081, -0.241362]], "atomic_forces_ev_per_a": [[0.083, 0.017, 0.006], [0.082, 0.026, 0.084], [0.551, -0.475, 0.153], [-0.014, 0.038, -0.001], [-0.250, -0.074, 0.194], [-0.200, -0.214, -0.303], [0.560, -0.717, 0.278], [0.102, -0.150, -0.067], [0.110, 0.269, 0.224], [-0.052, -0.071, 0.029], [0.089, 0.095, 0.028], [0.385, -0.014, 0.230], [-0.080, -0.031, -0.027], [0.036, -0.053, 0.287], [0.112, 0.126, -0.029], [0.018, -0.031, 0.109], [0.004, 0.167, 0.069], [0.075, 0.533, 0.268], [-0.080, 0.283, 0.199], [-0.015, -0.031, -0.032], [-0.041, -0.076, -0.007], [0.067, 0.064, 0.007], [-0.050, -0.028, -0.079], [-0.028, 0.002, -0.088], [0.059, 0.206, 0.194], [0.087, -0.032, 0.053], [0.060, 0.058, 0.028], [-0.059, 0.493, -0.089], [-0.093, -0.127, -0.009], [-0.027, 0.018, -0.076], [-0.070, -0.013, -0.105], [0.079, 0.106, -0.038], [-0.084, 0.474, 0.312], [0.183, -0.079, 0.143], [-0.391, -0.124, 0.177], [-0.027, 0.059, 0.065], [-0.011, -0.160, -0.145], [-0.019, 0.070, 0.055], [0.392, 0.360, 0.261], [0.241, -0.164, 0.488], [0.071, 0.030, -0.157], [0.042, 0.059, -0.052], [-0.013, 0.262, -0.012], [0.067, 0.260, 0.224], [-0.073, 0.040, -0.156], [-0.145, -0.182, -0.176], [-0.052, -0.140, -0.267], [0.266, -0.380, -0.100], [-0.085, -0.072, -0.031], [-0.198, -0.292, -0.206], [-0.358, 0.437, -0.179], [0.060, 0.151, 0.123], [-0.069, -0.252, 0.011], [0.111, -0.023, -0.008], [0.089, -0.197, -0.074], [0.070, 0.066, 0.034], [-0.013, -0.033, -0.043], [-0.929, 0.278, -0.567], [-0.101, 0.085, -0.030], [0.035, -0.893, -0.436], [0.038, -0.049, -0.014], [-0.376, 0.523, -0.255], [-0.178, -0.234, -0.312], [-0.346, 0.367, -0.047], [0.917, -0.357, 0.788], [-0.516, -0.101, -0.660], [0.015, 0.028, -0.084], [-0.114, -0.179, -0.157]], "max_force_ha_per_bohr": 0.0245, "spin_multiplicity": 1, "e_tot_ha": -1643.31909, "gap_ev": 9.45, "e_lumo_ev": 0.64, "e_homo_ev": -8.81, "de_lowest_kcal_mol": 66.7}